Density functional theory data (ωB97M-V with the def2-TZVPD basis set) for C12H12AuN5O3S2 as an isolated structure.

The geometry in ORCA input format:
```
! wB97M-V def2-TZVPD RIJCOSX def2/J DEFGRID3
* xyz 0 3
Au -0.707 0.683 0.744
S -1.099 2.783 1.709
S -0.862 2.165 -1.036
O -0.093 -1.291 1.120
O -2.227 -1.363 -0.863
O 0.225 -3.405 0.565
N -3.730 5.588 1.671
N 2.163 0.128 0.037
N -2.896 5.170 -2.488
N 5.208 2.032 -0.550
N 4.914 -0.309 -0.157
C -2.193 -3.759 -0.719
C -1.998 -2.497 0.034
C -2.910 -2.335 1.261
C 4.042 -1.281 0.129
C -2.401 4.357 -0.142
C 2.671 -1.092 0.259
C 3.028 1.084 -0.407
C 4.414 0.909 -0.415
C -0.517 -2.405 0.632
C -1.561 3.237 0.085
C -2.562 4.793 -1.445
C -3.106 5.013 0.859
H -2.187 -4.579 -0.004
H -3.931 -2.077 1.021
H 4.791 2.909 -0.758
H -2.889 -3.394 1.785
H 1.964 -1.912 0.529
H 6.228 1.839 -0.588
H -1.338 -3.877 -1.397
H -2.599 -1.561 1.954
H 4.555 -2.235 0.218
H -3.125 -3.870 -1.269
H -1.907 -1.537 -1.827
H 2.633 2.089 -0.551
*
```

Values from the calculation:
HOMO level (spin up / spin down) (eV): -8.79 / -8.78
Energy above the lowest of the compared OMol25 structures with the same formula, charge and spin (eV): 0.470

Atomic partial charges in e from the Löwdin method, atoms 1 to 2: atom 1 (Au): 0.69, atom 2 (S): 0.74

***

Density functional theory data (ωB97M-V with the def2-TZVPD basis set) for C6H8NO5Sn as an isolated structure.

The geometry in ORCA input format:
```
! wB97M-V def2-TZVPD RIJCOSX def2/J DEFGRID3
* xyz 1 1
Sn -1.407 -2.424 1.442
O -0.999 -0.414 2.383
O 2.491 -0.867 -2.789
O 2.596 -2.468 0.014
O 3.874 0.400 -1.453
O 1.150 -0.575 0.311
N -1.258 -0.209 0.015
C -1.379 1.944 1.725
C -0.081 -1.161 -0.182
C 2.223 -1.328 -0.348
C -1.106 0.785 -1.106
C -1.190 0.403 1.364
C 2.906 -0.575 -1.617
H 0.001 -1.291 -1.336
H -0.303 -2.180 0.342
H 0.003 1.005 -1.373
H -1.969 2.004 2.723
H -1.974 2.553 0.965
H -1.531 0.265 -2.055
H -1.713 1.745 -0.985
H -0.334 2.387 1.962
*
```

Values from the calculation:
HOMO level (eV): -10.64

Atomic partial charges in e from the Löwdin method, atoms 1 to 2: atom 1 (Sn): 1.75, atom 2 (O): -0.16

***

Density functional theory data (ωB97M-V with the def2-TZVPD basis set) for an isolated ion of composition C3H2NOS2 and charge -1.

The geometry in ORCA input format:
```
! wB97M-V def2-TZVPD RIJCOSX def2/J DEFGRID3
* xyz -1 1
S -1.507 -1.675 -0.305
S 1.401 -1.050 0.182
O -1.641 1.285 0.630
N 0.119 1.130 -0.776
C -0.716 0.735 0.165
C 1.161 0.409 -0.828
C -0.389 -0.726 0.627
H -0.553 -0.832 1.750
H 2.126 0.724 -1.445
*
```

Values from the calculation:
HOMO level (eV): -2.91
Energy above the lowest of the compared OMol25 structures with the same formula, charge and spin (eV): 1.971
SMILES: O=C1N=CS[C@@H]1[S-]

Atomic partial charges in e from the Löwdin method, atoms 1 to 2: atom 1 (S): 0.27, atom 2 (S): 0.76

***

Density functional theory data (ωB97M-V with the def2-TZVPD basis set) for an isolated ion of composition C13H19F2N4Si and charge +1.

The geometry in ORCA input format:
```
! wB97M-V def2-TZVPD RIJCOSX def2/J DEFGRID3
* xyz 1 1
Si 0.057 -0.650 -0.855
F 4.089 0.970 1.208
F 3.162 -0.878 0.616
N 2.086 0.438 2.050
N -0.221 1.691 4.309
N 1.233 1.387 2.479
N 1.244 -0.207 3.974
C 2.377 1.125 -0.387
C -3.660 -1.343 -2.544
C 0.870 1.069 -0.653
C -4.017 -0.111 -3.095
C 1.172 -1.870 -1.747
C -2.437 -1.458 -1.892
C 2.077 -0.504 2.991
C -3.158 0.979 -3.007
C -0.446 -1.354 0.833
C 2.919 0.414 0.836
C -1.558 -0.370 -1.783
C 0.716 0.965 3.642
C -1.932 0.854 -2.354
H 2.916 0.695 -1.224
H 2.172 -1.492 -1.941
H -0.691 -0.518 1.489
H 2.664 -1.403 2.980
H 1.057 2.249 1.984
H -3.427 1.932 -3.432
H -4.968 0.000 -3.593
H 1.300 -2.750 -1.118
H 0.722 1.565 -1.608
H -1.289 1.719 -2.293
H 0.295 -2.016 1.270
H -4.323 -2.188 -2.612
H -1.167 1.681 3.973
H -1.369 -1.909 0.705
H -0.051 2.123 5.198
H 0.280 1.639 0.063
H -2.160 -2.416 -1.469
H 2.722 2.155 -0.311
H 0.743 -2.213 -2.683
*
```

Values from the calculation:
HOMO level (eV): -11.72
Energy above the lowest of the compared OMol25 structures with the same formula, charge and spin (eV): 0.866
SMILES: C[Si](C)(CCC(F)(F)n1cnc(N)[nH+]1)c1ccccc1

Atomic partial charges in e from the Löwdin method, atoms 1 to 2: atom 1 (Si): 0.62, atom 2 (F): 0.14

***

Density functional theory data (ωB97M-V with the def2-TZVPD basis set) for a 2-piece molecular cluster, C3H7NO overall.

The geometry in ORCA input format:
```
! wB97M-V def2-TZVPD RIJCOSX def2/J DEFGRID3
* xyz 0 1
O 1.971 -0.457 0.935
N 2.040 0.454 0.171
C -0.839 -0.389 -0.555
C -1.388 -0.396 0.865
C 2.373 1.004 -0.814
H -0.509 0.754 -0.727
H -0.113 -1.114 -0.789
H -0.504 0.023 1.487
H -2.347 0.110 0.835
H 2.349 2.018 -1.345
H -1.668 -0.504 -1.280
H -1.366 -1.503 1.217
*
```

Values from the calculation:
HOMO level (eV): -10.10
Energy above the lowest of the compared OMol25 structures with the same formula, charge and spin (eV): 4.924
SMILES: C#[N+][O-].CC

Atomic partial charges in e from the Löwdin method, atoms 1 to 2: atom 1 (O): 0.02, atom 2 (N): -0.24

***

Density functional theory data (ωB97M-V with the def2-TZVPD basis set) for C35H33N2O3RuS3SbSe4 as an isolated structure.

The geometry in ORCA input format:
```
! wB97M-V def2-TZVPD RIJCOSX def2/J DEFGRID3
* xyz -1 6
Sb -3.523 3.144 0.864
Ru -0.164 -0.179 0.192
Se -5.614 2.255 0.011
Se -3.660 3.412 3.328
Se -1.797 1.318 0.483
Se -2.876 5.357 0.093
S 3.303 -0.888 -1.344
S 0.707 3.399 -1.508
S 1.963 -0.621 4.275
O 1.014 2.108 -0.809
O 1.906 -0.359 -1.221
O -1.519 -1.328 -1.642
N -2.049 -1.528 0.959
N 0.783 0.265 2.102
C 1.717 -4.445 1.595
C -1.219 4.049 -3.373
C -2.160 3.744 -4.351
C 1.027 1.372 2.871
C -1.628 1.403 -4.139
C -4.338 -2.686 1.966
C 1.235 -2.090 1.972
C -2.360 2.424 -4.736
C 4.963 -1.833 0.579
C 5.606 -1.798 1.813
C -4.187 -2.487 0.608
C 1.781 -3.329 2.415
C 2.096 3.600 -2.720
C -2.195 -1.699 2.268
C 1.655 1.102 4.109
C 4.379 0.197 2.394
C 1.281 -0.884 2.674
C 4.346 0.445 -2.065
C -3.024 -1.881 0.146
C 1.029 3.711 3.456
C 0.563 -3.152 -0.107
C 5.317 -0.783 2.713
C 1.952 2.114 5.012
C 0.731 2.703 2.545
C 1.122 -4.374 0.334
C 3.727 0.167 1.170
C 4.043 -0.840 0.270
C -0.701 1.697 -3.148
C -2.899 -1.472 -1.295
C 3.768 1.847 -1.873
C 1.630 3.431 4.684
C 0.613 -2.018 0.681
C 2.786 2.255 -2.970
C -3.330 -2.273 2.819
C -0.503 3.018 -2.782
H 1.081 -5.251 -0.304
H 5.174 -2.621 -0.139
H 6.319 -2.572 2.074
H 2.253 -3.389 3.393
H 0.096 -3.109 -1.080
H -1.074 5.072 -3.039
H 4.593 2.566 -1.844
H -1.460 -1.061 -2.560
H -3.100 2.187 -5.491
H 5.811 -0.764 3.678
H -4.971 -2.761 -0.093
H -2.754 4.539 -4.790
H 2.023 1.482 -3.062
H -5.245 -3.139 2.357
H 4.464 0.189 -3.123
H -3.423 -2.369 3.896
H 0.278 2.926 1.591
H 4.134 0.979 3.107
H -1.378 -1.342 2.884
H -0.133 0.934 -2.647
H 1.836 4.230 5.389
H 3.320 2.305 -3.923
H -1.792 0.377 -4.455
H 1.645 3.994 -3.629
H 2.423 1.878 5.962
H 0.775 4.738 3.207
H 5.308 0.330 -1.568
H 2.972 0.908 0.925
H 2.778 4.351 -2.306
H 3.260 1.900 -0.917
H 2.132 -5.387 1.940
H -3.424 -0.524 -1.414
H -3.375 -2.216 -1.929
*
```

Values from the calculation:
HOMO level (spin up / spin down) (eV): -2.26 / -4.53

Atomic partial charges in e from the Löwdin method, atoms 1 to 2: atom 1 (Sb): -0.37, atom 2 (Ru): 0.94

***

Density functional theory data (ωB97M-V with the def2-TZVPD basis set) for a 2-piece molecular cluster, H2N2O3Si overall.

The geometry in ORCA input format:
```
! wB97M-V def2-TZVPD RIJCOSX def2/J DEFGRID3
* xyz 0 1
Si -1.455 0.595 0.042
O 0.242 -1.552 -0.151
O -0.362 1.604 -0.249
O 2.809 0.557 0.221
N 1.853 -0.080 0.044
N 1.378 -1.110 -0.060
H -1.982 0.017 1.218
H -2.483 -0.033 -1.065
*
```

Values from the calculation:
HOMO level (eV): -10.40
Energy above the lowest of the compared OMol25 structures with the same formula, charge and spin (eV): 2.215
SMILES: O=[SiH2].O=NN=O

Atomic partial charges in e from the Löwdin method, atoms 1 to 2: atom 1 (Si): 0.60, atom 2 (O): -0.09

***

Density functional theory data (ωB97M-V with the def2-TZVPD basis set) for a 2-piece molecular cluster, C2H9NS overall.

The geometry in ORCA input format:
```
! wB97M-V def2-TZVPD RIJCOSX def2/J DEFGRID3
* xyz -1 2
S -3.112 0.522 0.023
N 0.061 -0.423 0.949
C 1.803 0.264 -0.674
C 1.005 -0.896 -0.010
H 0.429 -1.341 -0.827
H 1.284 0.698 -1.533
H -0.933 -0.367 0.805
H 1.735 -1.607 0.378
H -4.455 0.524 0.039
H 2.801 0.049 -1.078
H 0.356 -0.339 1.891
H -2.888 1.871 -0.047
H 1.914 1.045 0.083
*
```

Values from the calculation:
HOMO level (spin up / spin down) (eV): 1.01 / -5.29
Energy above the lowest of the compared OMol25 structures with the same formula, charge and spin (eV): 0.003

Atomic partial charges in e from the Löwdin method, atoms 1 to 2: atom 1 (S): -0.09, atom 2 (N): -0.05

***

What did the second record say?
Density functional theory data (ωB97M-V with the def2-TZVPD basis set) for C6H8NO5Sn as an isolated structure.

The geometry in ORCA input format:
```
! wB97M-V def2-TZVPD RIJCOSX def2/J DEFGRID3
* xyz 1 1
Sn -1.407 -2.424 1.442
O -0.999 -0.414 2.383
O 2.491 -0.867 -2.789
O 2.596 -2.468 0.014
O 3.874 0.400 -1.453
O 1.150 -0.575 0.311
N -1.258 -0.209 0.015
C -1.379 1.944 1.725
C -0.081 -1.161 -0.182
C 2.223 -1.328 -0.348
C -1.106 0.785 -1.106
C -1.190 0.403 1.364
C 2.906 -0.575 -1.617
H 0.001 -1.291 -1.336
H -0.303 -2.180 0.342
H 0.003 1.005 -1.373
H -1.969 2.004 2.723
H -1.974 2.553 0.965
H -1.531 0.265 -2.055
H -1.713 1.745 -0.985
H -0.334 2.387 1.962
*
```

Values from the calculation:
HOMO level (eV): -10.64

Atomic partial charges in e from the Löwdin method, atoms 1 to 2: atom 1 (Sn): 1.75, atom 2 (O): -0.16

***

What did the first record say?
Density functional theory data (ωB97M-V with the def2-TZVPD basis set) for C12H12AuN5O3S2 as an isolated structure.

The geometry in ORCA input format:
```
! wB97M-V def2-TZVPD RIJCOSX def2/J DEFGRID3
* xyz 0 3
Au -0.707 0.683 0.744
S -1.099 2.783 1.709
S -0.862 2.165 -1.036
O -0.093 -1.291 1.120
O -2.227 -1.363 -0.863
O 0.225 -3.405 0.565
N -3.730 5.588 1.671
N 2.163 0.128 0.037
N -2.896 5.170 -2.488
N 5.208 2.032 -0.550
N 4.914 -0.309 -0.157
C -2.193 -3.759 -0.719
C -1.998 -2.497 0.034
C -2.910 -2.335 1.261
C 4.042 -1.281 0.129
C -2.401 4.357 -0.142
C 2.671 -1.092 0.259
C 3.028 1.084 -0.407
C 4.414 0.909 -0.415
C -0.517 -2.405 0.632
C -1.561 3.237 0.085
C -2.562 4.793 -1.445
C -3.106 5.013 0.859
H -2.187 -4.579 -0.004
H -3.931 -2.077 1.021
H 4.791 2.909 -0.758
H -2.889 -3.394 1.785
H 1.964 -1.912 0.529
H 6.228 1.839 -0.588
H -1.338 -3.877 -1.397
H -2.599 -1.561 1.954
H 4.555 -2.235 0.218
H -3.125 -3.870 -1.269
H -1.907 -1.537 -1.827
H 2.633 2.089 -0.551
*
```

Values from the calculation:
HOMO level (spin up / spin down) (eV): -8.79 / -8.78
Energy above the lowest of the compared OMol25 structures with the same formula, charge and spin (eV): 0.470

Atomic partial charges in e from the Löwdin method, atoms 1 to 2: atom 1 (Au): 0.69, atom 2 (S): 0.74

***

What is the formula in the seventh record?
H2N2O3Si